Here is C8H20F6Li3N4O19S6 as an isolated structure at a distorted geometry from the OMol25 dataset. Energies are from wB97M-V/def2-TZVPD.

Structure (XYZ):
```
66
Properties=species:S:1:pos:R:3:lowdin_charge:R:1
S -3.15192 -1.84210 3.06440 0.4988
S 1.80872 2.71379 1.71017 0.5175
S -0.96785 -5.76974 -0.42056 0.4459
S 1.45449 3.32087 -0.65511 0.4959
S -0.93909 -0.86633 2.45885 0.4902
S -3.36812 -5.82441 0.39080 0.5127
F 0.35631 -4.94620 -0.11224 -0.1792
F 0.46783 -1.53645 2.08476 -0.1700
F 1.42708 1.45889 2.58046 -0.1527
F -4.26745 -4.50514 0.53641 -0.2220
F -4.15860 -2.83678 2.36926 -0.1784
F 0.83554 2.51255 -1.96729 -0.2289
O -1.97962 2.85410 0.91202 -0.2789
O -1.02612 0.23699 1.55234 -0.3273
O -0.73906 -0.55529 3.83258 -0.2415
O -3.63101 -6.54731 1.58242 -0.2498
O -3.75471 -6.35287 -0.85309 -0.2425
O 3.07960 0.28529 -2.15664 -0.2395
O 3.66598 -0.09030 0.51936 -0.2612
O -3.75581 -0.57973 2.79543 -0.2675
O 1.39488 -1.73700 -0.74669 -0.0005
O -2.00710 1.86457 -1.65687 -0.2448
O -0.01691 -0.17123 -0.99964 -0.1309
O -1.14090 -5.56132 -1.81880 -0.2761
O 1.05063 3.77508 2.25227 -0.2255
O 2.76588 3.52103 -1.17218 -0.2366
O -3.02083 -2.33540 4.38307 -0.2371
O 3.21703 2.71166 1.71509 -0.2194
O -0.71611 -7.09827 0.04424 -0.2711
O -0.70096 -2.21437 -1.02230 -0.0329
O 0.54386 4.40908 -0.59977 -0.2402
N -1.95588 -4.96336 0.51544 -0.3734
N 0.21883 -1.40607 -0.93536 -0.5616
N -1.83416 -2.14705 2.11630 -0.3331
N 1.11288 2.07580 0.27918 -0.3733
C 4.56370 -0.48643 -0.49911 -0.1963
C 4.37080 0.49030 -1.62616 -0.2015
C -2.07316 3.40536 2.21178 -0.0718
C -2.87867 3.41890 -0.03953 -0.1627
C -2.16090 1.39681 -2.96985 -0.0860
C -2.38844 3.22093 -1.46002 -0.1848
C 2.95487 0.78955 -3.47599 -0.0775
C 3.61971 -1.01041 1.61007 -0.0629
Li 1.95111 0.36733 -0.48029 0.6195
Li -2.11644 -3.01322 0.24001 0.6645
Li -0.78589 1.58966 0.03513 0.6159
H 3.19892 -1.96408 1.27847 0.0947
H 3.07776 1.87511 -3.51954 0.0917
H -3.16515 1.62961 -3.33984 0.0929
H -1.40446 2.81991 2.83734 0.0884
H 4.63029 -1.17316 1.99379 0.0960
H 5.60228 -0.47583 -0.14379 0.1359
H -1.73095 4.44339 2.22075 0.0971
H -1.55406 3.90295 -1.65008 0.1127
H 2.97016 -0.59388 2.37237 0.0815
H -2.94298 4.47857 0.22500 0.1332
H -3.86403 2.94500 0.04476 0.1378
H -3.18414 3.44371 -2.17750 0.1273
H -3.09052 3.30559 2.59836 0.1031
H -2.05453 0.31337 -2.92927 0.0935
H 1.94003 0.57559 -3.80748 0.0954
H 3.65534 0.28694 -4.14713 0.0947
H 4.46508 1.49640 -1.19345 0.1311
H -1.39278 1.77993 -3.64918 0.0969
H 4.32687 -1.51722 -0.79237 0.1403
H 5.19284 0.40635 -2.34555 0.1346
```

Its frontier orbital gap is 9.170 eV. Its charge is -1. The LUMO energy comes out at 1.75 eV. The value obtained for the HOMO energy is -7.42 eV. The total energy comes out at -135417.5320 eV.